C6H12OS as an isolated structure. Source: the Open Molecules 2025 dataset; level of theory: the ωB97M-V functional and the def2-TZVPD basis.

E ... -709.024743 hartree
ΔE to the lowest compared entry with this formula, charge and spin ... 134.7 kcal/mol
HOMO ... -9.05 eV
Molecular weight ... 132.23 Da
2S+1 ... 1
HOMO-LUMO gap ... 0.355 Eh

```
20
Properties=species:S:1:pos:R:3:forces:R:3:lowdin_charge:R:1
C 1.7745 0.9941 -0.8474 0.00 -0.87 2.32 -0.04
C 1.0744 -0.3394 -0.4389 1.17 0.44 -5.50 -0.57
C 1.1680 -1.1863 -1.7896 1.18 -4.43 -1.54 -0.06
C -0.0359 -0.5140 0.4297 -0.35 -5.07 -1.52 -0.65
C -1.0889 -1.6017 0.2513 -3.43 3.27 3.32 0.01
C -0.5275 0.4589 1.1943 -0.73 7.71 4.44 -0.54
H 2.7619 0.6839 -1.4539 -2.47 1.22 1.31 0.09
H 0.8062 1.3980 -1.5303 3.31 0.19 1.96 0.14
H 2.1935 1.4081 0.3856 -1.57 -0.20 -4.25 0.18
H 0.5091 -1.2553 -2.8090 0.89 1.27 2.90 0.13
H 1.1978 -2.3566 -1.5744 -0.42 2.21 0.14 0.10
H 2.2353 -1.1475 -2.1998 -1.36 0.51 0.54 0.06
H -0.5570 -2.2483 -0.2245 2.05 -4.67 -3.77 -0.01
H -1.9817 -1.0949 -0.2517 1.18 -1.32 0.32 0.10
H -1.4691 -2.1506 1.2289 0.95 1.64 -1.63 0.15
H 0.3226 1.1415 1.5910 -1.64 -1.11 -0.25 0.13
H -1.2799 0.1789 1.8885 0.62 -0.96 1.69 0.06
H -1.8588 2.4704 1.3754 0.20 -1.68 -1.90 -0.05
O 1.2759 -0.9636 0.7627 1.11 -1.04 0.84 0.07
S -1.7046 1.4882 0.2922 -0.68 2.88 0.59 0.71
```
Positions in Å, forces in eV/Å.